No. 1
C4H9NS2 in the gas phase in a non-equilibrium geometry. Source: OMol25; level of theory: ωB97M-V with the def2-TZVPD basis set.

Geometry as XYZ:
```
16
Properties=species:S:1:pos:R:3:forces:R:3
C 0.540413 -0.764663 1.220044 0.4481 -1.8744 -0.3406
C -0.340217 -0.387688 0.008991 1.5563 0.6651 0.5177
N -1.123207 -1.470506 -0.429038 -0.3297 -0.8040 -0.6185
C 0.198731 0.458855 -1.150749 0.7654 0.2988 0.4933
S 1.865582 1.184165 -1.029681 -0.0983 -0.7056 -0.6887
C -0.842700 1.024208 -0.189513 0.0489 -0.2358 0.6875
S -0.653078 2.352646 1.063022 -0.3935 -0.4303 -0.7555
H 1.143199 -1.706237 1.007790 -0.6946 1.0334 -0.3105
H -0.052311 -1.107328 2.087654 -0.1565 0.6301 -0.3433
H 1.301801 -0.070510 1.563191 -0.4004 0.4694 -0.2180
H -1.465643 -2.080699 0.287042 -0.2795 0.0071 0.3114
H -1.838646 -1.218330 -1.093562 -0.1324 -0.0876 0.0952
H -0.054511 0.182193 -2.194610 -0.1747 0.2662 0.9116
H 2.511861 0.183842 -1.719111 -0.4212 0.5796 0.5240
H -1.862113 1.039034 -0.541590 -0.1359 0.2522 -0.2505
H 0.670840 2.381019 1.110121 0.3981 -0.0642 -0.0152
```
Positions in Å, forces in eV/Å.

Output
- Calculated total energy: -27453.241 eV
- E_LUMO: 0.7 eV
- E_HOMO: -8.19 eV
- Energy relative to the best compared isomer or geometry (same formula, charge and spin): 34.7 kcal/mol



No. 2
2 unconnected molecules or ions with the total composition C14H21N3O5 in a non-equilibrium geometry. Source: OMol25; level of theory: ωB97M-V with the def2-TZVPD basis set.

Geometry as XYZ:
```
43
Properties=species:S:1:pos:R:3:forces:R:3
N 3.591977 -2.848543 1.590706 -1.0935 3.9869 -2.0004
C 2.801282 -1.736102 0.957009 0.4694 -0.6891 0.1840
C 3.924744 -0.736327 0.542487 1.0355 -0.0746 0.0755
C 3.398832 0.617060 0.177389 0.7981 0.6998 -1.0045
C 2.965980 1.408303 1.211697 -0.6688 0.7562 -0.3031
C 2.441895 2.683759 1.056611 -0.3802 0.2398 -0.1236
C 2.357401 3.124521 -0.263223 -0.0593 -0.2879 -0.8892
C 2.842588 2.403289 -1.380940 -0.0278 -1.1855 1.4031
C 3.413068 1.126028 -1.131740 -0.2426 0.8907 0.3397
C 2.014938 -2.201697 -0.392286 2.9721 -3.6621 0.3678
O 2.241039 -3.303247 -0.865922 -0.0594 0.6613 0.9644
O 1.288313 -1.362806 -1.064677 4.1644 -0.5616 3.1954
H 3.300119 -3.048786 2.480537 -0.8267 -1.5106 1.9053
H 3.793388 -3.464646 0.872216 0.2304 -2.2943 -0.7466
H 2.051608 -1.303444 1.693498 0.9914 -0.3057 -0.7780
H 4.443739 -1.126483 -0.371722 -0.3257 -0.1068 0.8868
H 4.727158 -0.728977 1.405822 -1.7554 0.1874 -1.6987
H 3.025010 0.893579 2.109302 -0.0404 -0.2775 2.1641
H 2.024394 3.319601 1.895838 0.6976 -1.0179 -1.0808
H 1.811329 4.015110 -0.472680 -0.1060 0.7717 -0.0547
H 2.676542 2.760240 -2.397490 0.2772 0.0426 0.3438
H 3.920053 0.540709 -1.890455 -0.3714 0.0465 -0.2572
H 1.384690 -0.600281 -0.430149 -0.4812 -0.3154 -1.6025
N -5.784674 -0.862146 1.437944 2.0818 1.6930 4.7018
C -4.760793 -0.059096 1.013297 1.2814 -0.3172 -0.8552
O -3.774602 0.273239 1.686528 -2.3761 -0.2712 -0.2537
C -4.874167 0.370385 -0.490491 1.2994 0.2984 0.2967
C -3.638297 -0.025962 -1.387815 0.4396 1.6202 2.4315
C -2.312804 -0.101602 -0.513325 -1.6589 0.3385 0.4108
N -1.698621 1.140641 0.001586 -0.3688 -0.1030 -7.5390
C -1.355322 -0.772427 -1.371077 -0.1639 -1.4802 -2.4384
O -1.660272 -1.717449 -2.090048 0.7616 0.7141 0.7878
O -0.186011 -0.217603 -1.379459 -2.5191 1.9472 -2.8706
H -5.780415 -1.192935 2.451920 0.2277 0.6882 -2.1228
H -6.230770 -1.426524 0.827215 -1.7916 -1.7986 -2.3974
H -5.816665 0.090107 -0.956659 -0.0248 0.0179 0.1082
H -4.797581 1.455836 -0.426307 -0.5016 0.1419 0.0321
H -3.744367 -0.953605 -1.854812 -0.2593 -1.5428 -0.4160
H -3.461367 0.678552 -2.211179 -0.2672 0.1839 0.3117
H -2.486991 -0.822724 0.283456 -0.0699 0.3041 0.2709
H -1.805250 1.305637 0.882788 -1.2945 0.8292 6.6571
H -2.104369 1.952222 -0.522175 0.7131 -0.9546 0.6870
H -0.166729 0.454610 -0.713234 -0.7067 1.6968 0.9070
```
Positions in Å, forces in eV/Å.

Output
- Calculated total energy: -29563.663 eV
- E_LUMO: 0.5 eV
- E_HOMO: -9.00 eV
- Energy relative to the best compared isomer or geometry (same formula, charge and spin): 110.9 kcal/mol



No. 3
A molecular structure, C5H10O2 in a non-equilibrium geometry. Source: OMol25; level of theory: ωB97M-V with the def2-TZVPD basis set.

Geometry as XYZ:
```
17
Properties=species:S:1:pos:R:3:forces:R:3
C 0.152151 0.565427 -0.775856 0.3703 0.2235 2.2155
C 1.834560 -0.068390 0.657952 -2.1926 0.9016 1.2150
C -1.887351 -0.594693 -1.702994 0.0106 -0.1625 0.0311
C 0.429836 0.604590 1.953247 2.1750 -0.8493 0.4091
C -0.511372 -0.717101 -1.079008 -0.2394 -0.5697 0.2194
O 1.518843 0.542858 -0.489864 0.3534 0.0041 -1.0245
O -0.044608 -1.802652 -0.771596 -0.1145 0.4988 -0.2288
H -0.032948 1.362885 -1.490429 -0.1889 0.0485 0.1470
H -0.121729 0.739750 0.565111 -0.2750 -0.0181 -2.9462
H 1.527653 -1.103959 0.747733 0.2982 -0.0510 0.0236
H 2.824507 0.224136 0.995320 -0.1231 -0.0917 0.1200
H -2.406654 0.310340 -1.387285 0.0772 0.0461 -0.0094
H -2.485558 -1.467470 -1.443095 0.0799 0.0271 -0.0180
H -1.779089 -0.564532 -2.789035 0.0058 0.0363 -0.0153
H 0.123719 1.641358 2.115355 -0.1271 -0.0800 -0.3578
H -0.337788 -0.134664 2.178819 -0.1364 0.1393 -0.0663
H 1.195829 0.462116 2.715625 0.0265 -0.1030 0.2857
```
Positions in Å, forces in eV/Å.

Output
- Calculated total energy: -9438.235 eV
- E_LUMO: 0.9 eV
- E_HOMO: -9.32 eV
- Energy relative to the best compared isomer or geometry (same formula, charge and spin): 110.9 kcal/mol